Record 1
128
Properties=species:S:1:pos:R:3 method="wB97M-V/def2-TZVPD" total_charge=-1
Sr 0.390 1.249 -0.587
O 0.754 -0.434 4.233
C 0.285 -0.132 2.951
O 0.455 -1.164 2.026
C -0.486 0.958 2.724
C -0.912 1.836 3.809
C -1.925 2.707 3.589
C -2.488 2.857 2.288
C -1.886 2.164 1.271
N -0.907 1.239 1.435
C -2.279 2.543 -0.167
O -3.141 3.386 -0.361
O -1.627 1.934 -1.112
H 1.660 -0.112 4.314
H -0.467 1.712 4.785
H -2.297 3.317 4.406
H -3.273 3.561 2.062
N 1.253 -1.187 -1.101
C 2.335 -1.980 -1.691
C 3.499 -2.143 -0.716
C 4.132 -0.822 -0.268
N 3.220 -0.026 0.548
H 1.122 -1.457 -0.126
H 0.383 -1.398 -1.583
H 2.690 -1.474 -2.594
H 1.990 -2.978 -1.990
H 4.263 -2.758 -1.202
H 3.155 -2.683 0.174
H 4.390 -0.251 -1.160
H 5.073 -1.036 0.252
H 3.251 0.964 0.327
H 3.348 -0.160 1.540
N -1.656 -0.471 -3.016
P -2.214 -0.503 -1.345
C -3.898 0.215 -1.475
C -4.614 0.407 -0.297
C -5.894 0.939 -0.324
C -6.468 1.305 -1.532
C -5.751 1.139 -2.709
C -4.473 0.598 -2.680
C -2.736 -2.306 -1.474
C -3.835 -2.812 -0.776
C -4.132 -4.167 -0.783
C -3.332 -5.060 -1.483
C -2.226 -4.582 -2.168
C -1.931 -3.225 -2.154
C -1.013 0.553 -3.718
C -1.332 0.743 -5.071
C -0.746 1.784 -5.756
C 0.139 2.628 -5.094
C 0.442 2.331 -3.781
N -0.077 1.288 -3.121
H -2.295 -0.975 -3.619
H -4.156 0.168 0.658
H -6.432 1.087 0.603
H -7.458 1.743 -1.555
H -6.184 1.439 -3.656
H -3.924 0.511 -3.609
H -4.475 -2.142 -0.216
H -4.995 -4.526 -0.236
H -3.569 -6.117 -1.492
H -1.586 -5.267 -2.712
H -1.050 -2.877 -2.682
H -2.046 0.087 -5.554
H -0.995 1.953 -6.796
H 0.584 3.486 -5.576
H 1.132 2.954 -3.222
C 5.288 2.360 -1.661
C 4.235 2.680 -2.733
C 3.506 1.406 -3.167
C 3.394 3.849 -2.236
C 3.618 5.089 -2.826
C 3.134 6.265 -2.272
C 2.512 6.187 -1.033
C 2.265 4.975 -0.404
C 1.785 4.998 1.036
C 0.430 4.339 1.275
C 2.835 4.370 1.961
C 2.580 3.760 -1.070
O 2.178 2.592 -0.612
H 5.964 1.566 -1.991
H 4.803 2.042 -0.737
H 5.880 3.249 -1.435
H 4.775 3.047 -3.612
H 2.866 1.026 -2.372
H 4.237 0.635 -3.430
H 2.889 1.584 -4.049
H 4.218 5.131 -3.730
H 3.298 7.219 -2.756
H 2.226 7.101 -0.521
H 1.697 6.054 1.309
H 0.545 3.257 1.245
H -0.306 4.639 0.526
H 0.037 4.595 2.260
H 2.982 3.322 1.694
H 2.505 4.416 3.002
H 3.794 4.887 1.875
C -0.098 -3.405 0.485
Si -0.116 -2.720 2.231
C 1.134 -3.815 3.199
C 2.527 -3.473 2.646
C 1.178 -3.643 4.725
C 0.848 -5.299 2.920
C -1.929 -2.775 2.832
C -2.638 -3.997 2.228
C -2.650 -1.513 2.322
C -2.077 -2.826 4.358
H -0.508 -4.415 0.461
H 0.912 -3.450 0.069
H -0.716 -2.787 -0.174
H 2.738 -2.404 2.725
H 2.625 -3.755 1.594
H 3.295 -4.017 3.208
H 1.303 -2.603 5.017
H 2.022 -4.220 5.124
H 0.273 -4.012 5.202
H 0.844 -5.528 1.854
H -0.113 -5.609 3.338
H 1.625 -5.915 3.389
H -2.669 -3.948 1.138
H -3.674 -4.024 2.586
H -2.161 -4.939 2.511
H -2.467 -1.337 1.257
H -2.330 -0.620 2.856
H -3.731 -1.633 2.468
H -1.780 -3.797 4.758
H -3.127 -2.663 4.628
H -1.480 -2.056 4.851


Record 2
131
Properties=species:S:1:pos:R:3 method="wB97M-V/def2-TZVPD" total_charge=-1
Sr -0.360 -0.565 0.236
N 6.301 8.285 -1.127
C 5.699 7.316 -0.980
C 4.951 6.107 -0.800
C 3.570 6.109 -0.988
C 2.861 4.932 -0.835
C 3.509 3.747 -0.483
C 4.890 3.765 -0.285
C 5.614 4.933 -0.445
C 2.741 2.484 -0.337
C 2.978 1.729 0.805
C 3.587 2.194 2.018
C 3.582 1.130 2.881
C 3.000 0.050 2.155
N 2.645 0.378 0.930
C 1.812 2.194 -1.356
C 1.836 2.715 -2.678
C 0.705 2.242 -3.312
C 0.021 1.485 -2.336
N 0.671 1.421 -1.177
H 3.063 7.027 -1.253
H 1.788 4.918 -0.978
H 5.394 2.844 -0.020
H 6.686 4.941 -0.302
H 3.915 3.204 2.217
H 3.941 1.100 3.899
H 2.882 -0.970 2.496
H 2.619 3.330 -3.099
H 0.380 2.420 -4.326
H -0.941 1.015 -2.457
O -4.020 -1.123 5.692
C -2.897 -1.850 5.904
O -2.786 -2.495 6.913
C -1.861 -1.813 4.831
C -1.817 -0.816 3.942
C -0.908 -0.796 2.781
C 0.123 -2.035 2.741
C 0.136 -2.847 3.934
C -0.796 -2.787 4.901
N 0.858 -2.330 1.692
C 1.391 -3.598 1.622
C 2.684 -3.845 1.142
C 3.142 -5.188 0.932
C 4.432 -5.420 0.544
C 5.310 -4.338 0.350
C 4.789 -3.071 0.575
N 3.544 -2.807 0.939
H -3.990 -0.729 4.806
H -2.472 0.048 3.985
H -1.669 -1.053 2.003
H 0.997 -3.500 4.039
H -0.732 -3.387 5.799
H 0.813 -4.427 2.013
H 2.450 -6.008 1.084
H 4.773 -6.439 0.390
H 6.351 -4.477 0.088
H 5.430 -2.196 0.462
N 3.850 -3.328 -4.055
C 3.984 -1.823 -4.086
C 3.878 -1.357 -2.642
N 2.625 -1.824 -2.139
C 2.457 -3.250 -2.087
C 2.509 -3.775 -3.502
H 4.560 -3.680 -3.405
H 4.027 -3.736 -4.970
H 3.147 -1.445 -4.667
H 4.934 -1.590 -4.567
H 3.907 -0.268 -2.606
H 4.752 -1.745 -2.086
H 2.262 -1.296 -1.341
H 1.488 -3.490 -1.651
H 3.238 -3.761 -1.505
H 1.744 -3.318 -4.118
H 2.482 -4.862 -3.574
C -2.620 -0.732 -3.312
Si -1.032 -1.783 -2.968
C -1.811 -3.544 -3.172
C -0.217 -1.585 -4.747
H -3.145 -1.088 -4.208
H -2.389 0.327 -3.467
H -3.311 -0.768 -2.464
H -2.428 -3.644 -4.076
H -2.449 -3.776 -2.312
H -1.039 -4.325 -3.202
H -0.084 -2.551 -5.251
H 0.745 -1.062 -4.729
H -0.879 -0.992 -5.388
C -1.360 2.664 3.735
C -0.143 1.794 3.431
C 0.436 1.194 4.712
C -0.386 0.755 2.353
H -1.072 3.463 4.422
H -2.171 2.093 4.191
H -1.770 3.123 2.833
H 0.632 2.441 3.007
H -0.327 0.668 5.289
H 0.846 1.983 5.347
H 1.241 0.488 4.501
H 0.609 0.610 1.882
H -1.087 1.152 1.584
C -4.149 3.416 0.307
C -3.150 2.884 -0.709
C -3.735 2.921 -2.116
C -1.844 3.663 -0.633
O -2.760 1.494 -0.490
P -3.558 0.445 0.427
O -3.691 0.889 1.843
O -2.721 -0.786 0.146
O -4.969 0.257 -0.279
C -6.065 -0.605 0.053
C -5.607 -1.844 0.811
C -7.047 0.210 0.887
C -6.682 -0.999 -1.282
H -4.378 4.445 0.022
H -3.745 3.402 1.318
H -5.077 2.843 0.310
H -4.056 3.935 -2.366
H -4.592 2.249 -2.181
H -2.993 2.595 -2.845
H -2.021 4.719 -0.855
H -1.120 3.268 -1.345
H -1.415 3.585 0.368
H -5.070 -1.574 1.722
H -4.953 -2.460 0.197
H -6.490 -2.422 1.093
H -6.549 0.588 1.781
H -7.899 -0.403 1.187
H -7.413 1.062 0.310
H -5.955 -1.545 -1.885
H -6.986 -0.109 -1.836
H -7.558 -1.632 -1.122


Record 3
171
Properties=species:S:1:pos:R:3 method="wB97M-V/def2-TZVPD" total_charge=+1
C 0.114 1.884 5.428
C -0.495 1.225 4.666
C -0.991 0.132 3.789
N -1.533 0.648 2.496
C -0.861 1.565 1.771
C -1.332 2.037 0.534
C -0.637 3.043 -0.388
C 0.022 4.265 0.301
C 1.291 3.965 1.161
C 2.139 2.737 0.710
C 3.199 3.047 -0.414
C 2.638 2.925 -1.868
C 2.114 4.330 -2.367
C 2.734 4.802 -3.710
C 1.938 4.324 -4.963
C 0.418 4.695 -4.955
C -0.545 3.499 -5.237
C -0.285 2.259 -4.313
C 0.255 1.020 -5.074
C 0.361 -0.218 -4.131
C 1.246 -1.275 -4.867
C 1.206 -2.670 -4.197
C 1.582 -2.641 -2.679
C 2.913 -1.879 -2.371
C 2.752 -0.891 -1.175
C 3.616 -1.280 0.085
C -2.574 1.489 0.080
C -3.265 0.522 0.854
C -4.580 -0.123 0.379
C -4.893 -1.488 1.038
C -3.901 -2.600 0.609
Cl -6.566 -2.003 0.502
C -2.701 0.130 2.074
H 0.553 2.501 6.198
H -0.184 -0.578 3.526
H -1.792 -0.439 4.277
H 0.082 1.915 2.196
H 0.115 2.487 -0.977
H -1.391 3.393 -1.117
H -0.719 4.763 0.958
H 0.284 4.989 -0.486
H 1.002 3.830 2.221
H 1.956 4.848 1.103
H 2.751 2.449 1.592
H 1.554 1.838 0.448
H 3.726 3.992 -0.211
H 3.962 2.246 -0.303
H 1.904 2.113 -1.982
H 3.503 2.672 -2.516
H 1.010 4.273 -2.398
H 2.362 5.073 -1.584
H 3.755 4.379 -3.789
H 2.842 5.901 -3.746
H 2.377 4.789 -5.863
H 2.113 3.234 -5.066
H 0.265 5.430 -5.768
H 0.110 5.213 -4.028
H -0.456 3.199 -6.294
H -1.566 3.848 -5.003
H -1.227 1.939 -3.830
H 0.484 2.555 -3.581
H -0.398 0.802 -5.939
H 1.271 1.183 -5.482
H -0.628 -0.697 -3.983
H 0.788 0.071 -3.154
H 0.783 -1.389 -5.868
H 2.283 -0.931 -5.008
H 1.933 -3.313 -4.731
H 0.204 -3.129 -4.293
H 0.710 -2.199 -2.159
H 1.693 -3.687 -2.333
H 3.353 -1.406 -3.265
H 3.642 -2.653 -2.063
H 2.967 0.160 -1.443
H 1.704 -0.886 -0.813
H 4.138 -0.383 0.464
H 2.977 -1.640 0.911
H 4.330 -2.084 -0.147
H -2.998 1.818 -0.876
H -4.433 -0.335 -0.700
H -5.418 0.589 0.440
H -4.946 -1.449 2.136
H -4.187 -3.011 -0.368
H -3.956 -3.412 1.358
H -2.855 -2.239 0.582
H -3.167 -0.619 2.718
C -2.019 -3.036 5.656
Br -0.316 -2.138 5.823
Br -3.145 -2.745 7.188
Br -2.917 -2.558 4.012
H -1.815 -4.099 5.604
C -4.850 -6.618 2.444
Br -5.572 -5.634 3.937
Br -5.720 -6.119 0.799
Br -2.934 -6.412 2.316
H -5.047 -7.667 2.620
C 1.267 5.224 7.746
Br 2.137 3.550 8.167
Br 2.021 6.692 8.736
Br 1.273 5.565 5.843
H 0.232 5.131 8.050
C 4.151 8.970 -2.201
Br 3.639 7.776 -0.776
Br 5.594 10.141 -1.691
Br 4.552 7.966 -3.791
H 3.295 9.597 -2.418
C 5.587 7.346 2.668
Br 4.249 6.065 3.217
Br 5.152 9.134 3.255
Br 7.353 6.815 3.230
H 5.588 7.360 1.585
C -5.288 -5.015 -3.569
Br -6.024 -4.067 -2.056
Br -6.083 -4.460 -5.231
Br -3.360 -4.877 -3.624
H -5.528 -6.062 -3.432
C 7.896 6.927 -6.506
Br 6.545 5.710 -5.846
Br 7.538 8.754 -6.007
Br 9.667 6.374 -5.972
H 7.861 6.881 -7.587
C -0.499 -7.482 -4.904
Br -0.329 -9.347 -4.445
Br 0.684 -6.375 -3.854
Br -0.273 -7.189 -6.798
H -1.511 -7.186 -4.657
C -5.614 -4.695 10.016
Br -4.841 -5.486 8.434
Br -5.421 -5.837 11.555
Br -4.908 -2.927 10.348
H -6.674 -4.584 9.830
C -5.095 -6.902 -8.269
Br -5.788 -7.978 -6.821
Br -3.575 -5.850 -7.715
Br -4.697 -7.971 -9.821
H -5.878 -6.209 -8.555
C 4.293 0.676 4.960
Br 2.550 0.441 5.751
Br 4.371 -0.084 3.189
Br 4.795 2.533 4.985
H 5.011 0.140 5.568
C -2.701 -12.939 -3.512
Br -3.514 -11.937 -2.076
Br -3.348 -12.370 -5.237
Br -0.774 -12.879 -3.419
H -2.994 -13.973 -3.385
C -8.327 -6.999 -11.337
Br -7.419 -7.733 -12.872
Br -8.352 -8.239 -9.861
Br -7.589 -5.289 -10.819
H -9.355 -6.826 -11.627
C 10.967 9.574 -7.855
Br 10.531 9.048 -9.660
Br 12.846 9.959 -7.653
Br 9.867 11.038 -7.254
H 10.746 8.728 -7.216
C -0.141 8.382 3.633
Br -0.983 9.196 5.166
Br -0.977 8.928 1.980
Br 1.763 8.697 3.609
H -0.286 7.313 3.723
C -2.266 -4.915 14.567
Br -2.365 -6.833 14.393
Br -1.361 -4.108 13.066
Br -4.006 -4.137 14.855
H -1.673 -4.706 15.448
C -2.879 -8.952 17.605
Br -1.394 -7.788 18.006
Br -2.738 -10.636 18.534
Br -4.571 -8.087 17.938
H -2.835 -9.168 16.545


Respective orbital gap values: 0.1900; 0.1639; 0.2808 Eh.
Respective E values: -3181.0588; -3365.6920; -133660.1282 Ha.